The following is a DFT calculation (ωB97M-V/def2-TZVPD) of a cluster of 2 separate species, C11H18 in total in a non-equilibrium geometry.

```
! RIJCOSX wB97M-V def2-TZVPD def2/J DEFGRID3
* xyz -1 2
C 2.09973 0.44151 -1.24529
C 2.10021 -1.90832 1.76022
C 2.14202 -1.39294 0.48730
C 1.49895 -1.06950 2.70715
C 1.80306 -0.07533 0.17785
C 1.02708 0.15648 2.34083
C 1.19923 0.74783 1.06265
H 2.33288 -2.88585 2.15605
H 2.58852 -2.15834 -0.21741
H 1.42881 -1.44446 3.71261
H 0.64189 0.81929 3.13265
H 1.54378 -0.04309 -2.13285
H 2.99899 -0.04294 -1.64054
H 0.94377 1.79276 1.00482
H 2.15700 1.49193 -1.15435
C -2.51950 0.33954 -1.50355
C -4.04166 0.46735 -1.38799
C -1.77064 1.04571 -2.70974
C -1.76253 0.62723 -0.15262
H -2.34135 -0.87502 -1.79595
H -4.23737 -0.08681 -0.47873
H -1.15644 1.95904 -2.38952
H -1.22618 0.32993 -3.35299
H -2.54428 1.41500 -3.38076
H -1.57260 -0.30653 0.50298
H -0.84113 1.03965 -0.41047
H -4.53639 -0.05932 -2.15648
H -4.38132 1.54714 -1.16785
H -2.45433 1.23031 0.54803
*
```

Values from the calculation:
<S²>: 0.753
M: 150.27 g/mol
energy above the lowest of the compared OMol25 structures with the same formula, charge and spin: 53.2 kcal per mole
largest force on an atom: 3.91 eV Å⁻¹
highest occupied orbital energy (alpha / beta): 1.24 / -4.98 eV
gap between HOMO and LUMO (alpha / beta): 0.0877 / 0.3098 Eh
LUMO (alpha / beta): 0.1333 / 0.1268 hartree

The following is a DFT calculation (ωB97M-V/def2-TZVPD) of a cluster of 2 separate species, C5H10N2 in total in a non-equilibrium geometry.

```
! RIJCOSX wB97M-V def2-TZVPD def2/J DEFGRID3
* xyz 0 1
C 0.68787 0.04591 -0.03474
C 0.41064 -0.55550 1.17041
C 0.96508 1.51211 -0.12275
C 0.95573 -0.76202 -1.26361
N -1.81794 0.64020 -1.11724
N -2.35495 -0.39171 1.02247
C -2.26133 0.15657 -0.15712
H -2.92943 -1.22426 1.06625
H 2.03259 -0.77314 -1.45732
H 0.62496 -0.00339 2.07917
H 0.59158 -1.62117 1.26221
H -1.14576 -0.56252 1.28635
H 0.45395 1.94887 -0.97884
H 0.65675 2.03809 0.77864
H 2.04122 1.66556 -0.25217
H 0.62340 -1.79244 -1.15308
H 0.46563 -0.32114 -2.12863
*
```

Values from the calculation:
M: 98.15 g/mol
energy above the lowest of the compared OMol25 structures with the same formula, charge and spin: 44.4 kcal per mole
largest force on an atom: 2.70 eV Å⁻¹
highest occupied orbital energy: -9.28 eV
gap between HOMO and LUMO: 0.3682 Eh
LUMO: 0.0269 hartree

The following is a DFT calculation (ωB97M-V/def2-TZVPD) of an isolated molecule of C4H8O2.

```
! RIJCOSX wB97M-V def2-TZVPD def2/J DEFGRID3
* xyz 0 1
C 1.93183 0.28863 -0.32353
C 0.98458 -0.77423 0.13629
O 0.29474 -0.36282 1.36384
C -0.77885 -0.46779 0.54827
C -1.49664 0.65570 0.06515
O -2.65264 0.44333 -0.66895
H 1.38879 1.19288 -0.64595
H 2.51214 -0.07404 -1.17743
H 2.62874 0.59268 0.46889
H 1.35212 -1.79966 0.21520
H -1.27717 -1.43982 0.47574
H -0.39341 -0.14830 -0.60937
H -1.12956 1.66665 0.20305
H -3.36468 0.22679 -0.05120
*
```

Values from the calculation:
M: 88.11 g/mol
energy above the lowest of the compared OMol25 structures with the same formula, charge and spin: 150.4 kcal per mole
largest force on an atom: 0.42 eV Å⁻¹
highest occupied orbital energy: -6.89 eV
gap between HOMO and LUMO: 0.2829 Eh
LUMO: 0.0296 hartree

The following is a DFT calculation (ωB97M-V/def2-TZVPD) of an isolated molecule of C4H6ClNO in a non-equilibrium geometry.

```
! RIJCOSX wB97M-V def2-TZVPD def2/J DEFGRID3
* xyz 0 1
C -1.59390 -0.68309 0.52181
C -0.31422 -0.03841 0.42099
C 0.27195 1.29474 -0.06126
C 1.80208 -0.37316 -0.97750
H -1.38318 -1.77267 0.97178
H -2.33012 -0.27466 1.24766
H 0.43450 -0.40447 1.23546
H -0.52275 2.10986 -0.17582
H 1.39129 1.37202 0.60769
H 2.39515 0.37257 -1.68148
N 0.40933 0.08262 -0.93254
O 2.00517 -1.30384 -0.28219
Cl -2.56531 -0.38148 -0.89459
*
```

Values from the calculation:
M: 119.55 g/mol
energy above the lowest of the compared OMol25 structures with the same formula, charge and spin: 99.3 kcal per mole
largest force on an atom: 6.16 eV Å⁻¹
highest occupied orbital energy: -9.72 eV
gap between HOMO and LUMO: 0.3857 Eh
LUMO: 0.0285 hartree

The following is a DFT calculation (ωB97M-V/def2-TZVPD) of a cluster of 2 separate species, C4H12 in total in a non-equilibrium geometry.

```
! RIJCOSX wB97M-V def2-TZVPD def2/J DEFGRID3
* xyz 0 1
C -2.45525 0.19240 1.20372
C -2.90664 -1.04750 0.53495
H -2.50787 1.09494 0.70218
H -2.88039 0.34776 2.22766
H -1.34251 0.10976 1.32495
H -3.86130 -0.68867 0.16409
H -2.38869 -1.64096 -0.22783
H -3.17940 -1.86963 1.30524
C 3.03574 -0.30129 -0.97734
C 2.51305 1.19693 -0.72581
H 3.18457 -0.27423 -2.08424
H 3.80376 -0.62589 -0.31965
H 2.17508 -0.95506 -0.95039
H 3.18339 1.95216 -1.10008
H 1.56127 1.16046 -1.34403
H 2.06520 1.34881 0.26659
*
```

Values from the calculation:
M: 60.14 g/mol
energy above the lowest of the compared OMol25 structures with the same formula, charge and spin: 27.5 kcal per mole
largest force on an atom: 4.59 eV Å⁻¹
highest occupied orbital energy: -11.21 eV
gap between HOMO and LUMO: 0.4468 Eh
LUMO: 0.0350 hartree

The following is a DFT calculation (ωB97M-V/def2-TZVPD) of a structure of composition C29H47F17MgN2O30S4 in a non-equilibrium geometry.

```
! RIJCOSX wB97M-V def2-TZVPD def2/J DEFGRID3
* xyz 0 1
Mg 0.49754 -0.42329 -2.86826
C -0.99809 0.40698 0.57616
F -1.88253 0.72955 -0.35435
F -0.21285 1.46239 0.75754
F -1.60702 0.09115 1.70567
S -0.03763 -1.11005 0.01451
O 0.53435 -1.75959 1.14536
O -0.94428 -1.86482 -0.78313
N 1.10598 -0.55585 -1.05309
S 2.37821 0.21418 -0.34216
O 2.74052 1.31251 -1.18066
O 2.24234 0.43887 1.05809
C 3.74112 -1.01935 -0.55422
F 3.44937 -2.12154 0.15038
F 3.85061 -1.33433 -1.84708
F 4.86434 -0.49451 -0.12822
C -0.63087 3.13442 -4.46386
F -1.77902 3.17401 -3.79893
F -0.79970 2.42234 -5.57330
F -0.24091 4.36163 -4.74399
S 0.67165 2.35245 -3.32464
O 1.68391 3.29917 -3.04521
O -0.13280 1.95477 -2.19505
N 1.13162 0.89438 -4.08097
S 2.29382 1.33547 -5.09626
O 2.05407 2.57436 -5.77217
O 3.58718 1.15780 -4.52508
C 2.15806 0.04774 -6.41270
F 2.96682 0.29835 -7.40809
F 2.47489 -1.14264 -5.88445
F 0.89499 -0.01702 -6.87293
C -2.30473 3.44159 2.42773
C -2.19316 2.94588 3.86700
O -3.51875 2.99239 4.31617
C -4.31253 3.67093 3.45138
O -5.45766 3.88253 3.58580
O -3.58225 4.05173 2.36654
F -1.44293 3.76697 4.65318
H -2.28669 2.56316 1.77574
H -1.50976 4.10789 2.10765
H -1.78881 1.93841 3.93114
C -4.97128 4.53122 -0.08148
C -4.15676 3.43390 -0.74830
O -4.84860 2.26541 -0.40253
C -6.16501 2.61295 -0.17707
O -7.03528 1.84082 -0.07591
O -6.29201 3.96206 -0.14683
F -2.87556 3.42926 -0.25478
H -4.95379 5.46219 -0.64189
H -4.67336 4.71738 0.94973
H -4.04159 3.53440 -1.82910
C 4.89610 3.71708 -2.63462
C 5.81885 4.68323 -1.91906
O 6.26525 3.90496 -0.82248
C 6.19002 2.58593 -1.17017
O 6.64688 1.70612 -0.53320
O 5.46528 2.45050 -2.29972
F 5.09783 5.73868 -1.46081
H 4.87111 3.87680 -3.70771
H 3.90701 3.79381 -2.18636
H 6.70851 5.03945 -2.44107
C 2.76975 -5.44593 -0.16944
C 1.44325 -6.18612 -0.08636
O 1.66158 -7.29017 -0.93241
C 2.60949 -6.94986 -1.85547
O 2.94070 -7.59279 -2.78343
O 3.16960 -5.75913 -1.50449
F 0.43539 -5.41746 -0.62362
H 3.48084 -5.81920 0.56516
H 2.56928 -4.38496 -0.03750
H 1.14908 -6.55782 0.88951
C 1.81784 4.33536 0.30138
C 1.23304 5.15773 1.43882
O 2.26407 6.03904 1.75679
C 3.45267 5.56524 1.23978
O 4.48166 6.10300 1.39992
O 3.22266 4.44870 0.51417
F 0.90313 4.38607 2.53109
H 1.52368 4.69736 -0.68581
H 1.53185 3.28400 0.35621
H 0.32544 5.69733 1.17375
C -2.69649 -3.54576 3.62819
C -2.20482 -2.15357 3.99671
C -3.01514 -1.80088 5.23961
O -4.30950 -2.35769 4.97450
C -4.09223 -3.60754 4.33104
H -2.09352 -4.35117 4.03795
H -2.80567 -3.67321 2.55301
H -2.43876 -1.42075 3.22727
H -1.13421 -2.07127 4.19564
H -3.13275 -0.71720 5.35393
H -2.64979 -2.12240 6.22182
H -4.93516 -3.83627 3.67992
H -4.05381 -4.42583 5.06181
C 5.47916 -4.30573 1.77600
O 6.14113 -5.57580 1.74924
H 5.45424 -3.81181 0.80750
H 4.43856 -4.47531 2.08684
H 5.90689 -3.72710 2.59249
H 6.35804 -5.78178 0.83689
C 2.12493 -2.81799 4.31225
O 1.70555 -3.51063 3.13144
H 1.32974 -2.17476 4.71612
H 2.30051 -3.55945 5.08693
H 2.98748 -2.19560 4.07221
H 1.58303 -2.86389 2.42751
C 1.65590 -3.07995 -2.86772
O 0.77823 -2.20543 -3.63920
H 1.34356 -4.11189 -3.02523
H 2.67376 -3.03939 -3.25576
H 1.62987 -2.83534 -1.81671
H 0.48137 -2.71279 -4.39744
C -5.12249 -2.29771 -0.19687
O -4.07947 -1.31255 -0.11208
H -6.04698 -1.91391 0.22591
H -5.20971 -2.61815 -1.23180
H -4.74589 -3.16111 0.36532
H -4.05994 -1.04103 0.81200
C -1.98961 -0.74813 -4.44316
O -1.46533 -0.49368 -3.11501
H -1.17965 -0.92173 -5.15004
H -2.56284 -1.67853 -4.42453
H -2.61924 0.06983 -4.78247
H -2.24595 -0.27253 -2.59226
C -4.99776 0.41167 2.72688
O -5.07758 -0.99710 2.64669
H -3.96183 0.76613 2.61887
H -5.57512 0.83484 1.90092
H -5.42939 0.83562 3.63668
H -4.93833 -1.37132 3.53421
*
```

Values from the calculation:
M: 1379.22 g/mol
largest force on an atom: 3.64 eV Å⁻¹
highest occupied orbital energy: -10.23 eV
gap between HOMO and LUMO: 0.3525 Eh
LUMO: -0.0233 hartree